Entry 1:
A molecular structure, C23H17Cl3F5N2SbSe4TcTe in a non-equilibrium geometry, computed with the ωB97M-V functional and the def2-TZVPD basis.

Atoms and positions in Å:
Tc1 0.7395 0.6367 0.8554
Se1 -2.3355 -1.4912 2.2181
Sb1 -1.2573 -3.6050 -0.5921
Se2 -0.5157 -1.3787 1.0267
Se3 1.4396 -2.9563 -1.2519
Se4 -2.6686 -2.8615 -2.3059
Cl1 1.6864 0.6776 6.2607
C1 0.3215 0.0759 5.3194
Cl2 0.1685 -1.6957 5.4913
Cl3 -1.1864 0.8681 5.8292
C2 0.5144 0.3235 3.9078
N1 0.5689 0.4467 2.7678
C3 -0.3262 5.0546 2.8495
N2 -0.8679 4.4221 1.6665
C4 -0.3532 4.9865 0.4345
C5 -0.9509 3.0042 1.7417
C6 -1.7040 2.3576 0.6093
C7 -2.9463 2.8219 0.1876
C8 -3.6158 2.1897 -0.8475
C9 -3.0391 1.0919 -1.4739
C10 -1.8015 0.6303 -1.0489
C11 -1.1371 1.2532 0.0016
H1 -0.5123 6.1273 2.8072
H2 0.7612 4.8978 2.9416
H3 -0.8126 4.6558 3.7398
H4 -0.7302 6.0028 0.3137
H5 -0.6847 4.3953 -0.4168
H6 0.7475 5.0347 0.4329
H7 -1.4163 2.7345 2.6952
H8 0.0856 2.5208 1.7645
H9 -3.3783 3.6814 0.6858
H10 -4.5858 2.5533 -1.1597
H11 -3.5443 0.5687 -2.2751
H12 -1.3784 -0.2319 -1.5539
F1 2.6339 2.1650 1.6137
C12 2.4232 2.7603 0.3960
C13 1.4847 2.1414 -0.4163
C14 1.2838 2.7545 -1.6479
F2 0.4037 2.2341 -2.5092
C15 1.9613 3.8999 -2.0323
F3 1.7435 4.4438 -3.2190
C16 2.8639 4.4894 -1.1583
F4 3.4917 5.5980 -1.5028
C17 3.1042 3.9123 0.0809
F5 3.9564 4.4713 0.9286
Te1 1.7315 -0.5540 -1.4018
C18 3.6949 -0.4523 -0.5946
C19 4.1839 -1.3421 0.3490
C20 5.4606 -1.1540 0.8593
C21 6.2375 -0.0844 0.4365
C22 5.7415 0.8013 -0.5099
C23 4.4729 0.6139 -1.0362
H13 3.5866 -2.1852 0.6767
H14 5.8463 -1.8530 1.5897
H15 7.2335 0.0474 0.8370
H16 6.3422 1.6351 -0.8496
H17 4.1037 1.2869 -1.8021

- energy above the lowest of the compared OMol25 structures with the same formula, charge and spin (kcal/mol) = 0.00
- 2S+1 = 1
- charge = +1
- HOMO level (eV) = -11.0

Here are the natural (NBO) charges for atoms 1 to 5, given in e:
1 Tc 0.14
2 Se -0.09
3 Sb 0.90
4 Se 0.31
5 Se -0.52

Entry 2:
A molecular structure, C4H9N, computed with the ωB97M-V functional and the def2-TZVPD basis.

Atoms and positions in Å:
C1 -0.3176 0.6538 -1.4071
C2 -0.8376 0.7939 0.8159
C3 -1.0146 -0.2853 1.5392
H1 -1.3864 1.7293 0.9009
H2 0.1431 0.1847 -2.2739
H3 -1.3276 0.2796 -1.2858
H4 -0.2727 1.7323 -1.4830
H5 -1.7266 -0.3777 2.3591
H6 -0.4299 -1.1950 1.3365
C4 1.4988 -1.1080 -0.2076
N1 1.2411 0.1323 -0.4291
H7 1.2539 0.7570 0.3792
H8 1.3418 -1.8266 -1.0053
H9 1.8342 -1.4703 0.7609

- energy above the lowest of the compared OMol25 structures with the same formula, charge and spin (kcal/mol) = 143.85
- 2S+1 = 1
- charge = 0
- HOMO level (spin up / spin down) (eV) = -7.1 / -7.1

Here are the natural (NBO) charges for atoms 1 to 5, given in e:
1 C -0.42
2 C -0.31
3 C -0.52
4 H 0.18
5 H 0.18

Entry 3:
5 unconnected molecules or ions with the total composition C15H16Cl16N2O4S3 in a non-equilibrium geometry, computed with the ωB97M-V functional and the def2-TZVPD basis.

Atoms and positions in Å:
O1 -1.2962 -2.3747 0.7262
S1 -2.6936 -2.0648 0.1303
O2 -3.8135 -2.9255 0.8312
C1 -3.2396 -0.2796 0.2936
C2 -2.2350 0.6188 -0.6929
O3 -0.9025 0.5608 -0.0737
C3 -2.9060 2.1106 -0.7759
C4 -1.9408 3.3441 -0.2991
C5 -1.1387 4.1007 -1.5300
S2 0.7135 3.8554 -1.4152
C6 1.2658 2.2065 -2.1074
S3 1.0582 1.7978 -3.7658
N1 1.9519 1.2422 -1.1302
C7 2.2562 1.5688 0.3465
C8 3.0518 0.2764 1.0256
N2 3.1341 -0.7481 -0.0878
C9 2.4788 -0.1617 -1.3293
C10 -2.2377 0.0179 -2.2366
C11 -1.8984 -1.5823 -2.3372
O4 -2.7640 -2.4586 -1.5326
H1 -3.1593 0.0407 1.4195
H2 -4.3286 -0.1159 -0.1651
H3 -1.0331 0.8724 0.8897
H4 -3.9020 2.1464 -0.1230
H5 -3.2615 2.3234 -1.8924
H6 -1.1666 3.0810 0.5404
H7 -2.6644 4.1646 0.1797
H8 -1.4908 3.7860 -2.6010
H9 -1.3484 5.2607 -1.4169
H10 1.9550 2.5853 0.8679
H11 3.4577 0.2190 2.1406
H12 2.3370 -0.6119 -2.4002
H13 -3.2518 0.2681 -2.8088
H14 -1.3864 0.5873 -2.8076
H15 -0.7461 -1.8357 -2.1550
H16 -2.0883 -1.8879 -3.4760
Cl1 0.2374 -3.7437 4.3466
C12 0.8714 -4.2724 2.7676
Cl2 -0.3481 -5.2769 1.9441
Cl3 1.2390 -2.8447 1.7671
Cl4 2.3574 -5.2243 3.0129
Cl5 -4.8626 5.6148 -2.9339
C13 -4.2286 5.0861 -4.5129
Cl6 -5.4481 4.0816 -5.3364
Cl7 -3.8610 6.5138 -5.5134
Cl8 -2.7426 4.1342 -4.2676
Cl9 8.3140 -1.1687 -1.0851
C14 7.2518 -0.8204 0.3024
Cl10 5.5541 -1.0875 -0.1674
Cl11 7.6704 -1.9002 1.6565
Cl12 7.4691 0.8749 0.8058
Cl13 1.6536 -5.4945 6.0843
C15 2.7519 -5.9910 7.3965
Cl14 4.2738 -5.0723 7.2767
Cl15 1.9830 -5.6639 8.9702
Cl16 3.0971 -7.7332 7.2549

- 2S+1 = 1
- charge = 0
- HOMO level (eV) = -8.7
- SMILES = O=S1(=O)C[C@](O)(CCCSC(=S)n2ccnc2)CCO1.ClC(Cl)(Cl)Cl.ClC(Cl)(Cl)Cl.ClC(Cl)(Cl)Cl.ClC(Cl)(Cl)Cl

Here are the natural (NBO) charges for atoms 1 to 5, given in e:
1 O -0.87
2 S 2.13
3 O -0.88
4 C -0.66
5 C 0.27

Entry 4:
A molecular structure, C5H12N2O in a non-equilibrium geometry, computed with the ωB97M-V functional and the def2-TZVPD basis.

Atoms and positions in Å:
C1 1.3973 -0.1540 -0.0063
C2 -2.4191 0.8843 -0.0238
C3 2.0433 0.3375 1.2589
C4 2.0369 0.2838 -1.2942
N1 -0.9397 -1.1372 0.0557
C5 -1.1005 0.1584 0.0095
N2 -2.0255 -1.9918 0.0569
O1 -0.0355 0.9087 -0.0404
H1 1.2856 -1.2330 0.0155
H2 -2.6622 -1.8177 -0.7186
H3 -2.5514 -1.9346 0.9271
H4 -3.1487 0.4049 0.6323
H5 -2.2826 1.9194 0.2933
H6 -2.8098 0.8862 -1.0445
H7 1.4422 0.0559 2.1264
H8 3.0275 -0.1344 1.3731
H9 2.1481 1.4235 1.2585
H10 1.4334 -0.0352 -2.1471
H11 3.0204 -0.1934 -1.3913
H12 2.1402 1.3688 -1.3411

- energy above the lowest of the compared OMol25 structures with the same formula, charge and spin (kcal/mol) = 78.43
- 2S+1 = 1
- charge = 0
- HOMO level (eV) = -8.1

Here are the natural (NBO) charges for atoms 1 to 5, given in e:
1 C 0.17
2 C -0.71
3 C -0.65
4 C -0.65
5 N -0.43

Entry 5:
A molecular structure, CF3NO4S2Zn in a non-equilibrium geometry, computed with the ωB97M-V functional and the def2-TZVPD basis.

Atoms and positions in Å:
N1 -1.1658 -0.7888 -0.7009
S1 -1.1937 -0.0924 -2.2239
O1 0.3031 -0.2228 -2.6805
O2 -1.5658 1.3383 -2.5419
S2 -0.3774 -0.3984 0.6141
O3 0.5922 0.6117 0.0202
O4 -1.1802 -1.3862 1.3884
Zn1 1.0665 1.1823 -1.6477
C1 0.3809 0.1148 2.3053
F1 -0.5830 0.5179 3.1223
F2 1.0000 -0.9227 2.8511
F3 1.2692 1.0960 2.3394

- 2S+1 = 1
- charge = 0
- HOMO level (eV) = -9.4

Here are the natural (NBO) charges for atoms 1 to 5, given in e:
1 N -1.05
2 S 1.65
3 O -1.10
4 O -0.94
5 S 1.94